This record from OMol25 describes a cluster of 7 separate species, C21H56O21S7 in total in a non-equilibrium geometry. The level of theory is the ωB97M-V functional and the def2-TZVPD basis.

## Properties
2S+1 = 1
highest occupied orbital energy = -0.3935 Eh
gap between HOMO and LUMO = 10.818 eV
energy above the lowest of the compared OMol25 structures with the same formula, charge and spin = 510.6 kJ/mol
SMILES = CCOS(C)(=O)=O.CCOS(C)(=O)=O.CCOS(C)(=O)=O.CCOS(C)(=O)=O.CCOS(C)(=O)=O.CCOS(C)(=O)=O.CCOS(C)(=O)=O

Structure (XYZ):
```
105
C21H56O21S7 | OMol25 | the ωB97M-V functional and the def2-TZVPD basis
C 7.836 0.358 -6.445
C 6.428 -0.051 -6.319
O 6.259 -1.423 -6.687
S 4.879 -2.287 -6.124
C 5.526 -4.009 -6.102
O 4.513 -2.059 -4.730
O 3.751 -2.184 -7.092
H 7.745 1.443 -6.491
H 8.224 -0.010 -7.396
H 8.571 0.072 -5.693
H 6.096 0.141 -5.299
H 5.806 0.489 -7.033
H 5.533 -4.388 -7.124
H 4.779 -4.534 -5.507
H 6.457 -4.146 -5.552
C 2.809 -2.985 -1.517
C 2.773 -4.451 -2.079
O 3.910 -4.744 -2.964
S 5.443 -4.811 -2.311
C 5.096 -6.254 -1.123
O 6.370 -5.189 -3.431
O 5.673 -3.627 -1.557
H 3.477 -2.808 -0.675
H 1.795 -2.716 -1.220
H 3.048 -2.348 -2.368
H 2.614 -5.069 -1.195
H 1.857 -4.736 -2.598
H 4.558 -5.987 -0.214
H 5.970 -6.846 -0.853
H 4.576 -6.961 -1.770
C -4.251 -4.276 -11.296
C -3.759 -5.683 -11.365
O -4.284 -6.566 -10.372
S -3.928 -8.144 -10.656
C -5.636 -8.651 -11.036
O -3.101 -8.314 -11.907
O -3.533 -8.645 -9.361
H -3.855 -3.720 -10.447
H -5.320 -4.073 -11.227
H -3.854 -3.728 -12.150
H -3.962 -6.048 -12.372
H -2.675 -5.772 -11.286
H -5.515 -9.441 -11.778
H -6.084 -7.755 -11.465
H -6.126 -9.055 -10.150
C -7.329 -10.756 -3.481
C -6.310 -11.757 -3.277
O -6.079 -12.325 -4.552
S -4.508 -12.724 -4.852
C -4.109 -11.335 -5.941
O -3.668 -12.753 -3.669
O -4.525 -13.903 -5.659
H -8.362 -11.079 -3.352
H -7.226 -9.939 -4.194
H -7.225 -10.277 -2.507
H -5.433 -11.347 -2.776
H -6.559 -12.541 -2.562
H -4.181 -10.534 -5.205
H -4.898 -11.235 -6.686
H -3.110 -11.444 -6.363
C -3.741 -5.705 -7.235
C -5.246 -6.052 -7.537
O -5.935 -4.853 -7.909
S -7.492 -5.138 -8.400
C -7.849 -3.703 -9.477
O -7.533 -6.290 -9.286
O -8.418 -5.154 -7.253
H -3.731 -5.066 -6.352
H -3.268 -5.388 -8.164
H -3.376 -6.630 -6.789
H -5.248 -6.757 -8.368
H -5.693 -6.529 -6.665
H -7.615 -2.784 -8.940
H -8.907 -3.755 -9.734
H -7.296 -3.854 -10.404
C -0.990 -8.622 -6.699
C 0.507 -8.436 -6.765
O 0.933 -8.448 -5.470
S 1.914 -7.227 -4.909
C 3.561 -7.793 -5.676
O 1.493 -5.950 -5.489
O 2.165 -7.351 -3.471
H -1.284 -8.636 -7.749
H -1.605 -7.909 -6.151
H -1.268 -9.579 -6.256
H 1.155 -9.213 -7.173
H 0.783 -7.563 -7.355
H 3.676 -8.873 -5.583
H 4.318 -7.187 -5.177
H 3.437 -7.575 -6.737
C 1.116 -2.370 -4.842
C -0.289 -2.229 -4.199
O -0.159 -2.799 -2.936
S -1.303 -3.832 -2.305
C -0.855 -5.405 -3.147
O -0.872 -3.922 -0.927
O -2.634 -3.418 -2.769
H 1.313 -1.680 -5.663
H 1.392 -3.352 -5.224
H 1.831 -2.106 -4.063
H -0.600 -1.185 -4.174
H -0.936 -2.668 -4.959
H 0.089 -5.647 -2.657
H -0.871 -5.222 -4.221
H -1.477 -6.257 -2.874
```

Atom charges from the Mulliken analysis, given in e for atoms 1 to 99: atom 1 (C): -1.20, atom 2 (C): -0.10, atom 3 (O): -0.33, atom 4 (S): 1.13, atom 5 (C): -0.58, atom 6 (O): -0.55, atom 7 (O): -0.65, atom 8 (H): 0.34, atom 9 (H): 0.31, atom 10 (H): 0.31, atom 11 (H): 0.32, atom 12 (H): 0.27, atom 13 (H): 0.42, atom 14 (H): -0.14, atom 15 (H): 0.38, atom 16 (C): -1.26, atom 17 (C): 0.94, atom 18 (O): 0.18, atom 19 (S): 1.06, atom 20 (C): -0.91, atom 21 (O): -0.64, atom 22 (O): -0.57, atom 23 (H): 0.39, atom 24 (H): 0.40, atom 25 (H): 0.14, atom 26 (H): 0.36, atom 27 (H): -1.12, atom 28 (H): 0.34, atom 29 (H): 0.43, atom 30 (H): 0.22, atom 31 (C): -0.97, atom 32 (C): -0.41, atom 33 (O): -0.13, atom 34 (S): 1.04, atom 35 (C): -0.96, atom 36 (O): -0.62, atom 37 (O): -0.48, atom 38 (H): 0.32, atom 39 (H): 0.02, atom 40 (H): 0.41, atom 41 (H): 0.45, atom 42 (H): 0.35, atom 43 (H): 0.47, atom 44 (H): 0.28, atom 45 (H): 0.27, atom 46 (C): -1.13, atom 47 (C): -0.24, atom 48 (O): -0.30, atom 49 (S): 1.10, atom 50 (C): -0.94, atom 51 (O): -0.60, atom 52 (O): -0.61, atom 53 (H): 0.33, atom 54 (H): 0.29, atom 55 (H): 0.36, atom 56 (H): 0.35, atom 57 (H): 0.34, atom 58 (H): 0.32, atom 59 (H): 0.38, atom 60 (H): 0.38, atom 61 (C): -0.82, atom 62 (C): -0.22, atom 63 (O): -0.29, atom 64 (S): 1.14, atom 65 (C): -0.91, atom 66 (O): -0.58, atom 67 (O): -0.62, atom 68 (H): 0.47, atom 69 (H): 0.26, atom 70 (H): 0.02, atom 71 (H): -0.02, atom 72 (H): 0.58, atom 73 (H): 0.33, atom 74 (H): 0.39, atom 75 (H): 0.23, atom 76 (C): -0.65, atom 77 (C): -0.48, atom 78 (O): -0.28, atom 79 (S): 1.12, atom 80 (C): -1.04, atom 81 (O): -0.51, atom 82 (O): -0.62, atom 83 (H): 0.31, atom 84 (H): 0.06, atom 85 (H): 0.20, atom 86 (H): 0.34, atom 87 (H): 0.43, atom 88 (H): 0.40, atom 89 (H): 0.32, atom 90 (H): 0.33, atom 91 (C): -0.50, atom 92 (C): -0.40, atom 93 (O): -0.23, atom 94 (S): 1.24, atom 95 (C): -0.89, atom 96 (O): -0.62, atom 97 (O): -0.63, atom 98 (H): 0.54, atom 99 (H): 0.01